Record 1
Molecular formula: C42H64B3N16O4PS
Method: DFT, wB97M-V/def2-TZVPD

Positions of all 131 atoms, in Å:
1 C 0.686 -0.422 -2.570
2 C -0.207 0.439 -1.567
3 C 0.720 1.019 -0.423
4 B 1.885 2.000 -0.918
5 O 3.198 1.530 -1.242
6 B 4.019 2.158 -0.268
7 O 3.933 3.579 -0.097
8 B 2.840 4.108 -0.834
9 P 2.884 5.840 -1.715
10 S 1.855 7.062 -0.590
11 O 1.620 3.392 -1.007
12 O -1.231 -0.456 -1.104
13 C -2.342 0.225 -0.518
14 C -2.140 0.280 1.056
15 C -1.364 -0.841 1.619
16 C -1.078 -0.874 3.052
17 C -1.572 0.211 3.885
18 C -2.366 1.305 3.326
19 C -2.659 1.361 1.892
20 H 0.714 0.051 -3.595
21 H 1.704 -0.641 -2.150
22 H 0.189 -1.428 -2.680
23 H -0.679 1.276 -2.142
24 H 0.098 1.623 0.305
25 H 1.154 0.144 0.144
26 H 4.743 1.553 0.452
27 H 4.247 6.199 -1.915
28 H 2.182 5.634 -2.950
29 H -3.235 -0.450 -0.673
30 H -2.560 1.230 -0.960
31 H -0.980 -1.678 0.990
32 H -0.470 -1.729 3.426
33 H -1.341 0.217 4.972
34 H -2.747 2.141 3.953
35 H -3.245 2.162 1.394
36 C 4.940 5.583 2.130
37 C 5.134 6.975 1.738
38 N 5.283 8.070 1.424
39 H 4.992 5.460 3.212
40 H 3.970 5.205 1.808
41 H 5.699 4.936 1.695
42 C -2.662 -3.435 -2.044
43 C -3.858 -4.154 -1.613
44 N -4.804 -4.714 -1.273
45 H -2.799 -2.983 -3.024
46 H -2.408 -2.632 -1.348
47 H -1.797 -4.095 -2.108
48 C 0.517 4.110 -4.650
49 C -0.004 2.750 -4.586
50 N -0.413 1.679 -4.537
51 H -0.152 4.817 -4.155
52 H 1.489 4.185 -4.164
53 H 0.640 4.444 -5.682
54 C -2.930 -8.256 -2.016
55 C -1.649 -7.592 -1.796
56 N -0.645 -7.061 -1.621
57 H -2.896 -9.302 -1.717
58 H -3.731 -7.779 -1.446
59 H -3.220 -8.229 -3.067
60 C -7.894 -3.123 -1.632
61 C -9.151 -2.740 -2.267
62 N -10.142 -2.440 -2.766
63 H -8.060 -3.564 -0.648
64 H -7.350 -3.858 -2.228
65 H -7.234 -2.265 -1.496
66 C -10.598 -6.170 0.470
67 C -9.318 -5.505 0.693
68 N -8.311 -4.981 0.868
69 H -10.562 -7.217 0.776
70 H -11.400 -5.692 1.035
71 H -10.882 -6.146 -0.583
72 C -10.682 0.427 -4.727
73 C -10.478 1.798 -5.189
74 N -10.317 2.875 -5.552
75 H -10.606 0.354 -3.641
76 H -11.667 0.052 -5.008
77 H -9.942 -0.253 -5.150
78 C -1.208 -1.684 -5.803
79 C -0.865 -2.710 -4.820
80 N -0.590 -3.505 -4.038
81 H -1.824 -0.899 -5.360
82 H -0.319 -1.208 -6.209
83 H -1.765 -2.101 -6.639
84 C -6.249 -0.657 2.116
85 C -6.089 0.726 1.676
86 N -5.962 1.814 1.329
87 H -6.202 -0.737 3.203
88 H -7.208 -1.069 1.799
89 H -5.466 -1.298 1.708
90 C 7.867 4.189 4.891
91 C 7.157 3.577 3.771
92 N 6.600 3.096 2.890
93 H 7.186 4.726 5.552
94 H 8.384 3.443 5.495
95 H 8.617 4.903 4.546
96 C 11.484 5.319 7.266
97 C 10.289 4.571 7.644
98 N 9.346 3.983 7.940
99 H 11.365 5.805 6.298
100 H 11.716 6.099 7.994
101 H 12.361 4.667 7.198
102 C 10.291 9.035 5.631
103 C 11.343 8.064 5.346
104 N 12.171 7.299 5.122
105 H 9.406 8.857 5.018
106 H 9.979 8.991 6.676
107 H 10.625 10.055 5.433
108 C 13.705 1.310 7.249
109 C 13.897 2.702 6.851
110 N 14.046 3.797 6.537
111 H 13.756 1.195 8.332
112 H 12.734 0.933 6.925
113 H 14.468 0.663 6.815
114 C -0.347 1.935 -8.284
115 C -0.871 0.574 -8.238
116 N -1.285 -0.496 -8.201
117 H -1.011 2.635 -7.775
118 H 0.630 2.002 -7.802
119 H -0.230 2.284 -9.311
120 C -6.398 -10.193 -2.019
121 C -5.136 -10.547 -2.662
122 N -4.144 -10.827 -3.169
123 H -6.839 -11.050 -1.508
124 H -6.261 -9.405 -1.276
125 H -7.129 -9.834 -2.745
126 C -1.292 -6.421 1.535
127 C -1.714 -6.554 2.927
128 N -2.047 -6.659 4.022
129 H -1.700 -5.518 1.077
130 H -0.206 -6.367 1.449
131 H -1.623 -7.267 0.933

As for the relative energy (zero: lowest compared OMol25 entry of this formula, charge and spin): 2.102 eV. As for the total energy: -3629.96299 a.u. The calculation puts the HOMO energy at -8.7415 eV.

Results of the Mulliken charge analysis, in e, for atoms 1 through 5: atom 1 (C): -0.762, atom 2 (C): 0.430, atom 3 (C): -0.508, atom 4 (B): 0.576, atom 5 (O): -0.280

---

Record 2
Molecular formula: C32H45N2O4OsPS2Si
Method: DFT, wB97M-V/def2-TZVPD

Positions of all 88 atoms, in Å:
1 Os -1.300 -0.388 1.333
2 O -2.569 -2.848 1.971
3 C -1.641 -2.133 2.255
4 C -0.743 -2.375 3.436
5 C -1.126 -3.201 4.484
6 C -0.332 -3.263 5.622
7 C 0.830 -2.502 5.716
8 C 1.235 -1.699 4.656
9 C 0.450 -1.652 3.513
10 P 0.913 -0.881 1.952
11 C 1.805 -2.143 1.018
12 C 1.887 -2.105 -0.372
13 C 2.628 -3.062 -1.044
14 C 3.294 -4.055 -0.337
15 C 3.221 -4.091 1.047
16 C 2.475 -3.141 1.729
17 C 1.983 0.526 2.208
18 C 3.357 0.418 1.997
19 C 4.171 1.518 2.224
20 C 3.619 2.718 2.651
21 C 2.248 2.828 2.857
22 C 1.428 1.735 2.635
23 H -2.038 -3.778 4.400
24 H -0.620 -3.904 6.445
25 H 1.433 -2.550 6.613
26 H 2.157 -1.132 4.715
27 H 1.384 -1.334 -0.944
28 H 2.681 -3.038 -2.124
29 H 3.865 -4.806 -0.869
30 H 3.736 -4.864 1.601
31 H 2.415 -3.194 2.807
32 H 3.790 -0.512 1.649
33 H 5.238 1.437 2.063
34 H 4.258 3.574 2.822
35 H 1.821 3.766 3.188
36 H 0.358 1.825 2.791
37 C -3.209 2.648 -1.387
38 C -1.776 2.989 -1.020
39 C -1.619 3.169 0.487
40 C -1.252 4.167 -1.819
41 O -0.903 1.855 -1.296
42 Si -0.775 0.486 -2.107
43 S -1.307 -1.189 -0.659
44 O 0.730 0.198 -2.601
45 C 1.935 1.033 -2.672
46 C 3.021 0.129 -3.226
47 C 1.650 2.187 -3.621
48 C 2.303 1.544 -1.285
49 O -1.934 0.263 -3.184
50 C -2.059 -0.528 -4.414
51 C -1.618 -1.955 -4.133
52 C -1.196 0.120 -5.481
53 C -3.531 -0.466 -4.779
54 H -3.869 3.470 -1.110
55 H -3.539 1.750 -0.859
56 H -3.305 2.470 -2.457
57 H -2.341 3.846 0.938
58 H -0.602 3.476 0.733
59 H -1.781 2.145 0.833
60 H -1.854 5.053 -1.614
61 H -1.310 3.958 -2.888
62 H -0.217 4.386 -1.555
63 H 2.716 -0.288 -4.186
64 H 3.237 -0.688 -2.537
65 H 3.939 0.698 -3.373
66 H 1.409 1.818 -4.617
67 H 2.526 2.833 -3.701
68 H 0.817 2.791 -3.254
69 H 2.352 0.723 -0.566
70 H 1.587 2.283 -0.927
71 H 3.290 2.008 -1.323
72 H -0.573 -1.984 -3.811
73 H -1.702 -2.554 -5.039
74 H -2.247 -2.414 -3.368
75 H -0.141 0.064 -5.210
76 H -1.477 1.166 -5.616
77 H -1.331 -0.395 -6.432
78 H -4.142 -0.858 -3.965
79 H -3.721 -1.062 -5.671
80 H -3.832 0.562 -4.981
81 N -3.564 0.052 5.149
82 C -3.609 -0.273 3.871
83 N -4.395 -1.225 3.433
84 S -2.672 0.743 2.761
85 H -4.153 -0.392 5.840
86 H -2.991 0.825 5.451
87 H -4.951 -1.788 4.062
88 H -4.323 -1.539 2.476

As for the charge: +2. As for the relative energy (zero: lowest compared OMol25 entry of this formula, charge and spin): 0.629 eV. As for the total energy: -3174.46440 a.u. The calculation puts the HOMO energy (alpha / beta) at -14.3184 / -14.3166 eV.

Results of the Mulliken charge analysis, in e, for atoms 1 through 5: atom 1 (Os): 2.137, atom 2 (O): -0.627, atom 3 (C): 0.124, atom 4 (C): 0.210, atom 5 (C): -0.748

---

Record 3
Molecular formula: CHDyF3NO5S2
Method: DFT, wB97M-V/def2-TZVPD

Positions of all 14 atoms, in Å:
1 O -0.262 0.993 -0.382
2 Dy 1.998 1.097 -1.171
3 H 2.844 1.192 -3.900
4 N 0.077 -0.415 1.758
5 S 1.191 -1.479 0.963
6 O 2.199 -0.469 0.317
7 O 1.872 -2.103 2.142
8 S -0.847 0.505 0.924
9 O 2.715 1.732 -3.118
10 O -1.475 1.554 1.727
11 C -2.312 -0.473 0.295
12 F -1.950 -1.248 -0.718
13 F -2.779 -1.234 1.274
14 F -3.271 0.346 -0.110

The spin multiplicity is 6. The expectation value of S² is 9.381. As for the relative energy (zero: lowest compared OMol25 entry of this formula, charge and spin): 0.000 eV. As for the total energy: -2450.69483 a.u. The calculation puts the HOMO energy (alpha / beta) at -9.0254 / -9.0271 eV.

Results of the Mulliken charge analysis, in e, for atoms 1 through 5: atom 1 (O): -0.689, atom 2 (Dy): 1.794, atom 3 (H): 0.271, atom 4 (N): -0.445, atom 5 (S): 0.659

---

Record 4
Molecular formula: C26H31Br8N3O6
Method: DFT, wB97M-V/def2-TZVPD

Positions of all 74 atoms, in Å:
1 Br -5.854 7.612 -5.915
2 C -5.392 7.132 -4.097
3 C -4.813 5.749 -4.006
4 Br -5.876 4.371 -4.870
5 H -6.278 7.280 -3.496
6 H -4.609 7.802 -3.745
7 H -4.758 5.445 -2.962
8 H -3.823 5.700 -4.449
9 Br 4.749 -1.827 -2.245
10 C 4.187 -2.539 -0.520
11 C 5.267 -3.357 0.119
12 Br 5.847 -4.862 -0.948
13 H 3.369 -3.201 -0.795
14 H 3.881 -1.723 0.122
15 H 4.890 -3.810 1.038
16 H 6.151 -2.791 0.395
17 Br -1.673 2.940 4.196
18 C -0.284 3.400 2.902
19 C 1.045 3.461 3.625
20 Br 2.361 4.358 2.511
21 H -0.600 4.365 2.517
22 H -0.307 2.669 2.104
23 H 1.421 2.454 3.769
24 H 0.960 3.992 4.564
25 Br -1.132 6.714 0.284
26 C -2.733 7.253 -0.627
27 C -3.923 7.158 0.277
28 Br -5.498 7.817 -0.658
29 H -2.888 6.639 -1.512
30 H -2.611 8.263 -1.010
31 H -3.840 7.797 1.148
32 H -4.090 6.133 0.597
33 C 1.378 -4.382 -2.774
34 C 0.569 -4.488 -1.644
35 C 0.877 -5.354 -0.628
36 C 2.030 -6.117 -0.709
37 C 2.876 -5.973 -1.787
38 C 2.515 -5.147 -2.838
39 N 2.447 -6.852 0.488
40 O 3.635 -6.909 0.734
41 O 1.568 -7.334 1.171
42 H 1.097 -3.646 -3.514
43 H -0.368 -3.947 -1.604
44 H 0.191 -5.565 0.182
45 H 3.869 -6.394 -1.835
46 H 3.200 -5.092 -3.675
47 C -0.426 -3.093 2.437
48 C 0.873 -3.256 1.972
49 C 1.795 -3.933 2.761
50 C 1.380 -4.526 3.935
51 C 0.105 -4.351 4.428
52 C -0.817 -3.663 3.634
53 N 2.374 -5.217 4.759
54 O 3.543 -4.986 4.540
55 O 1.954 -5.943 5.637
56 H -1.180 -2.602 1.833
57 H 1.168 -2.785 1.043
58 H 2.819 -4.127 2.466
59 H -0.185 -4.797 5.368
60 H -1.848 -3.640 3.963
61 C -1.680 3.200 -1.446
62 C -2.173 2.080 -2.111
63 C -1.487 0.886 -2.065
64 C -0.318 0.832 -1.331
65 C 0.186 1.926 -0.649
66 C -0.531 3.106 -0.673
67 N 0.406 -0.437 -1.231
68 O 1.178 -0.575 -0.303
69 O 0.127 -1.310 -2.030
70 H -2.275 4.104 -1.404
71 H -3.069 2.146 -2.711
72 H -1.892 -0.016 -2.500
73 H 1.101 1.825 -0.082
74 H -0.153 3.956 -0.123

As for the relative energy (zero: lowest compared OMol25 entry of this formula, charge and spin): 0.501 eV. The SMILES is O=[N+]([O-])c1ccccc1.O=[N+]([O-])c1ccccc1.O=[N+]([O-])c1ccccc1.BrCCBr.BrCCBr.BrCCBr.BrCCBr. As for the total energy: -22216.88435 a.u. The calculation puts the HOMO energy at -9.6862 eV.

Results of the Mulliken charge analysis, in e, for atoms 1 through 5: atom 1 (Br): -0.136, atom 2 (C): -0.580, atom 3 (C): -0.445, atom 4 (Br): -0.128, atom 5 (H): 0.351

---

Record 5
Molecular formula: H19O10
Method: DFT, wB97M-V/def2-TZVPD

Positions of all 29 atoms, in Å:
1 O 3.688 0.346 2.705
2 H 3.563 -0.582 2.571
3 H -3.509 -0.024 1.261
4 O 2.702 1.398 -0.093
5 H 2.226 1.906 -0.785
6 H 2.376 -1.098 0.343
7 O 0.208 1.633 -1.556
8 H 1.840 1.161 0.291
9 H -0.191 0.979 -0.854
10 O -0.252 2.567 1.399
11 H 1.748 -1.994 -1.101
12 H 3.143 0.905 2.145
13 O 1.052 -1.496 -1.539
14 H -2.191 0.443 0.561
15 H -0.499 1.820 0.811
16 O -2.641 -2.712 -0.740
17 H -3.375 -2.205 -1.106
18 H -1.889 -2.120 -0.779
19 O -3.490 -0.273 -1.814
20 H -3.152 0.057 -2.637
21 H -3.337 0.300 -1.029
22 O -0.639 -0.117 0.068
23 H -0.153 -0.277 0.885
24 H 0.453 -1.171 -0.817
25 O -3.165 0.615 0.635
26 H 0.374 1.121 -2.349
27 O 2.427 -1.923 0.850
28 H 0.559 2.266 1.798
29 H 3.084 -1.723 1.497

As for the charge: -1. As for the relative energy (zero: lowest compared OMol25 entry of this formula, charge and spin): 0.836 eV. As for the total energy: -763.85969 a.u. The calculation puts the HOMO energy at -6.5391 eV.

Results of the Mulliken charge analysis, in e, for atoms 1 through 5: atom 1 (O): -0.607, atom 2 (H): 0.257, atom 3 (H): 0.303, atom 4 (O): -0.626, atom 5 (H): 0.380